C37H74Cl2O26 | ωB97M-V/def2-TZVPD

Kohn-Sham gap = 10.71 eV
energy = -4330.794755 a.u.
SMILES string = CCOC(=O)OC.CCOC(=O)OC.CCOC(=O)OC.CCOC(=O)OC.CCOC(=O)OC.CCOC(=O)OC.CCOC(=O)OC.CCOC(=O)OC.CCOC(C)=O.ClCCl

```
139
Properties=species:S:1:pos:R:3:forces:R:3
C 16.84255 4.12433 -24.97630 0.7922 0.1563 1.2153
C 17.16534 4.81696 -23.60351 -1.9957 -1.9613 -0.5365
O 17.59292 3.80985 -22.69316 0.4482 -2.2646 1.9515
C 16.73242 2.92768 -22.01221 2.0708 0.8860 -1.3195
O 15.56661 3.09536 -21.91413 -1.2579 -0.2644 0.2660
O 17.48551 1.90971 -21.52594 0.2639 0.5292 -0.5793
C 16.94410 0.68450 -20.93707 -0.5157 1.8281 0.1044
H 16.57328 4.95260 -25.63170 0.2087 -0.6036 -0.6680
H 16.09671 3.32959 -24.96139 -1.0802 0.7981 0.6635
H 17.64169 3.42952 -25.23462 0.9473 1.0075 -0.6779
H 16.21777 5.21383 -23.23922 0.1357 0.5092 0.1178
H 17.96694 5.55550 -23.61330 -0.1814 -0.1357 -0.2479
H 16.46398 0.08176 -21.70798 0.5798 -0.0085 0.1484
H 16.19599 0.96505 -20.19564 -0.1054 -0.0666 0.0133
H 17.80182 0.27058 -20.40689 -0.1922 -0.3508 -0.4398
C 16.11149 1.08346 -28.30551 0.2460 0.4166 1.1935
C 16.34095 0.25263 -27.01967 -0.3851 -0.3286 -0.9643
O 17.54694 0.67383 -26.42204 0.3383 0.6139 0.5954
C 17.89924 0.24208 -25.21101 -1.3699 -4.4657 0.7790
O 17.40055 -0.69813 -24.50504 0.8286 3.5135 -2.2978
O 19.04653 0.77914 -24.99834 1.6379 1.7930 0.4086
C 19.81766 0.45933 -23.86351 0.4647 -1.0518 0.6820
H 16.87143 0.95630 -29.07650 -0.0058 -0.4504 0.1452
H 16.19937 2.12457 -27.99491 -0.2741 0.1972 -0.1467
H 15.11719 0.91541 -28.71931 0.0946 -0.1015 0.0755
H 16.48343 -0.79084 -27.30068 -0.4749 -0.2030 0.3306
H 15.57489 0.40503 -26.25939 -0.4220 -0.3557 -0.4154
H 19.23089 0.48185 -22.94520 0.0466 0.2446 -0.1162
H 20.70244 1.09395 -23.81310 -0.5277 0.4716 -0.1492
H 20.23322 -0.54153 -23.98053 -0.2626 -0.2569 -0.0147
C 9.55846 5.79207 -24.06893 1.3245 -0.8453 -0.4070
C 10.81751 5.22322 -24.84323 -1.6760 1.0124 0.0667
O 10.92202 3.84876 -24.44506 0.6938 -0.2903 -0.0037
C 12.09019 3.18937 -24.66387 1.0981 3.1585 -1.2175
O 13.09161 3.69452 -25.19785 -2.2393 -1.3308 1.2048
O 11.93956 1.98051 -24.19840 -0.4552 0.3173 0.2433
C 13.06187 1.16000 -24.24282 1.2600 -1.6098 -0.7380
H 9.13301 6.74330 -24.38869 0.6485 0.1214 -0.3437
H 9.93197 5.89600 -23.05020 -0.7587 -0.1636 0.2474
H 8.75071 5.07413 -24.21105 0.0815 -0.1457 0.5498
H 11.70149 5.80906 -24.59129 0.1071 -0.3412 -0.1326
H 10.59267 5.27915 -25.90832 0.4417 -0.1352 -0.1128
H 13.50372 1.00388 -23.25870 -0.2978 0.0518 0.1347
H 13.85857 1.51858 -24.89458 -0.2180 0.4481 0.0356
H 12.73221 0.22344 -24.69258 0.1097 -0.2078 0.3951
C 16.36081 -9.66008 -24.96366 2.0977 0.8918 -0.8355
C 17.33461 -9.17120 -26.08368 -1.0751 -0.3189 -1.0975
O 17.88952 -7.85860 -25.93441 1.5743 -1.4347 1.6697
C 17.20589 -6.81193 -26.26576 0.3167 1.3983 -0.3075
O 16.15789 -6.80158 -26.82192 -1.8265 0.0306 -0.6858
O 17.91987 -5.73333 -25.93570 0.8011 -0.0456 0.4657
C 17.51222 -4.40262 -26.26717 -0.5049 -0.4726 -0.1010
H 16.97781 -9.60366 -24.06687 -0.3537 0.0336 0.3898
H 16.20314 -10.71917 -25.16753 -0.6346 0.1839 -0.0104
H 15.49446 -9.00309 -24.88681 -0.0898 -0.4703 -0.0505
H 16.89100 -9.14790 -27.07906 -0.6022 -0.2720 0.1371
H 18.16518 -9.86672 -26.20407 0.2352 0.2875 0.4864
H 16.65154 -4.43148 -26.93538 0.0307 0.0587 -0.0175
H 18.36528 -3.92077 -26.74488 -0.1134 0.0078 0.0818
H 17.24116 -3.89668 -25.34053 0.0611 0.0958 -0.0950
C 14.34768 -14.17792 -25.54657 -0.2008 0.7658 -0.1442
C 14.82108 -13.74627 -26.95984 -0.4794 -0.3878 -0.3713
O 14.87738 -12.30842 -27.25942 -1.1177 0.3797 0.5729
C 13.70716 -11.56197 -27.26811 -2.7616 -3.0529 1.2855
O 12.53345 -12.02905 -27.19458 4.1056 1.3657 -0.4157
O 14.03156 -10.29500 -27.23007 0.1469 0.5865 -0.4447
C 13.06844 -9.36583 -26.69877 -0.2368 0.3845 0.3385
H 14.27370 -15.25175 -25.37478 0.4302 -0.1709 -0.6550
H 13.34834 -13.84261 -25.26912 0.0458 0.4427 -0.3137
H 15.05260 -13.80419 -24.80393 -0.0053 0.1129 0.0280
H 14.29299 -14.20478 -27.79589 -0.5433 -0.0858 0.3492
H 15.83784 -14.11572 -27.09329 0.1811 0.5328 0.0869
H 13.37446 -8.35087 -26.95235 0.4162 -0.2756 -0.1416
H 13.09923 -9.47620 -25.61481 -0.1480 0.0183 0.0196
H 12.03958 -9.47540 -27.04160 0.2335 -0.5698 -0.2152
C 13.66731 -6.80860 -24.27815 0.6827 0.2606 0.0183
C 13.85015 -5.45603 -23.53585 -0.8473 -0.4355 -0.5606
O 13.88688 -4.37497 -24.52318 -0.2074 2.3556 0.3130
C 14.03788 -3.01265 -24.15717 0.2222 -0.3068 -1.6116
O 13.68825 -2.10170 -24.95494 1.4690 -3.1340 3.5689
O 14.70010 -2.97733 -22.93851 -1.5180 -0.3915 -2.3604
C 15.39779 -1.86878 -22.40017 -0.0613 -0.0466 0.3341
H 12.63437 -7.06042 -24.51842 -0.0602 0.6247 -0.2337
H 13.98445 -7.66502 -23.68311 0.2467 0.2279 0.5383
H 14.30577 -6.85913 -25.16015 -0.1575 0.1738 -0.2272
H 14.74524 -5.39500 -22.91682 -0.1678 -0.1604 -0.0197
H 12.92383 -5.33856 -22.97351 0.3677 0.3992 0.4571
H 15.08197 -0.89727 -22.78033 -0.0644 -0.2138 -0.2589
H 16.46437 -2.03699 -22.54924 -0.0712 0.2526 -0.2772
H 15.20163 -1.94344 -21.33057 -0.0636 0.2700 0.0632
C 10.64471 -0.25167 -22.25505 0.4074 -0.0167 0.0225
C 11.49138 -1.49432 -21.97430 0.6418 0.2284 -1.7101
O 11.48074 -1.82026 -20.62277 -0.2908 -0.5442 2.5226
C 11.98484 -3.00103 -20.16601 -0.6799 0.6831 -3.7005
O 12.38115 -3.83870 -20.95885 0.0584 0.0523 1.3836
O 11.86554 -3.03496 -18.87441 0.5080 0.1443 0.6951
C 12.13779 -4.26729 -18.22731 -0.8933 -0.8349 1.1628
H 11.26469 0.64388 -22.21357 -0.1999 0.0226 0.1923
H 9.80204 -0.12879 -21.57468 0.0821 -0.2138 0.0642
H 10.25168 -0.31255 -23.26991 -0.0132 -0.0107 0.0396
H 12.53130 -1.32705 -22.25480 0.1561 0.3162 -0.1166
H 11.20773 -2.29503 -22.65730 -0.3856 -0.4217 0.5013
H 12.63855 -5.02121 -18.83471 0.0647 0.4234 -0.0823
H 11.17190 -4.63958 -17.88590 -0.2033 -0.3558 -0.4695
H 12.61140 -4.10876 -17.25847 0.6741 0.4512 -0.4462
C 6.41452 -6.85746 -20.78382 0.8463 0.6447 0.2657
C 6.99158 -8.11422 -21.39126 -0.4114 -1.1612 0.8343
O 8.33061 -7.96961 -21.81766 1.6272 0.5979 -0.4736
C 9.30042 -7.92297 -20.90975 1.1059 0.2633 2.5117
O 9.16363 -8.01440 -19.67297 0.3442 0.1697 -3.2429
O 10.50064 -7.71575 -21.55852 -1.8887 -0.8218 0.7771
C 11.72758 -7.55238 -20.81250 -0.4523 1.0813 -0.3967
H 6.74190 -5.98088 -21.34287 -0.5556 0.0129 -0.5517
H 6.91372 -6.65886 -19.83543 -0.1425 -0.4044 0.2828
H 5.33976 -6.87050 -20.60263 0.1006 -0.0961 -0.3153
H 6.49717 -8.53456 -22.26703 -0.2456 0.4679 0.0263
H 7.02448 -8.90913 -20.64618 -0.3701 -0.0552 0.1613
H 11.68698 -7.72083 -19.73636 -0.3980 -0.6267 -0.2256
H 11.91916 -6.48556 -20.92779 0.5307 0.0388 -0.0104
H 12.47784 -8.13203 -21.35029 -0.0527 -0.0392 0.3460
C 9.85843 -1.08953 -26.24958 0.5932 -0.1046 0.8422
C 10.19505 -2.57820 -26.06858 -1.1289 0.1142 -0.8788
O 9.65776 -3.06286 -24.78433 0.5476 -0.0613 -0.7199
C 9.96202 -4.29917 -24.32987 0.3936 -0.7630 0.5415
C 9.31144 -4.55408 -22.94587 0.7988 0.3286 -0.7404
O 10.72493 -5.10786 -24.83679 -0.9909 1.3772 -0.0355
H 8.80334 -0.82747 -26.17084 -0.0915 -0.4682 0.2607
H 10.14915 -0.72701 -27.23556 0.3571 -0.2719 0.0071
H 10.40330 -0.53002 -25.48922 -0.0278 0.3307 -0.1115
H 9.67011 -3.04675 -26.90104 -0.1663 -0.7028 0.2790
H 11.24454 -2.81626 -26.24179 0.0437 0.1874 0.7394
H 9.48882 -3.65391 -22.35738 -0.1446 -0.0720 0.1565
H 9.85074 -5.39754 -22.51480 -0.1911 0.0389 0.0236
H 8.24010 -4.75409 -22.96445 0.0901 0.0387 -0.3105
Cl 12.04838 -3.39573 -28.90357 -0.4265 0.5649 0.2400
C 12.50074 -4.78206 -27.89555 -0.2215 0.5748 0.6727
Cl 13.51419 -5.75719 -28.89328 0.5447 -1.1999 -0.1682
H 13.05711 -4.45641 -27.01663 0.0538 0.2064 -0.2064
H 11.60470 -5.27833 -27.52281 0.0766 -0.1449 -0.4307
```
Positions in Å, forces in eV/Å.